# 1
Molecular formula: C5H11N
Method: DFT, ωB97M-V/def2-TZVPD

Results
ΔE to the lowest compared entry with this formula, charge and spin (kcal/mol): 27.00
SMILES: CC(C)N1CC1
Total charge: 0
LUMO (eV): 1.3
Electronic energy (eV): -6852.35769

Atoms and positions in Å:
C (1.69456, -0.01168, -0.86854)
C (0.57774, -0.07154, 0.17132)
C (0.53259, -1.44362, 0.83850)
N (-0.70038, 0.15164, -0.50988)
C (-1.86063, 0.34924, 0.32702)
C (-1.33171, 1.45885, -0.51081)
H (1.43776, -0.70824, -1.67274)
H (1.78421, 0.99219, -1.29710)
H (2.67167, -0.30167, -0.45857)
H (0.75627, 0.69263, 0.95330)
H (0.31656, -2.22184, 0.09722)
H (-0.23990, -1.49331, 1.61393)
H (1.49717, -1.66423, 1.30479)
H (-1.67993, 0.42708, 1.40010)
H (-2.75540, -0.21212, 0.05413)
H (-1.82929, 1.74331, -1.43546)
H (-0.87129, 2.31332, -0.00719)

# 2
Molecular formula: C26H35N9Pd
Method: DFT, ωB97M-V/def2-TZVPD

Results
Spin multiplicity: 5
ΔE to the lowest compared entry with this formula, charge and spin (kcal/mol): 81.12
⟨S²⟩: 6.088
Total charge: +4
LUMO (spin up / spin down) (eV): -11.2 / -14.9
Electronic energy (eV): -44377.74304

Atoms and positions in Å:
Pd (0.33127, 0.09508, 0.48391)
C (0.34317, -3.41562, 3.24181)
C (1.33617, -4.28472, 2.79881)
C (2.18137, -3.87942, 1.78761)
C (2.02927, -2.59342, 1.21681)
N (0.99917, -1.79862, 1.61141)
C (0.20747, -2.18842, 2.60161)
N (3.00227, -2.17962, 0.39181)
C (3.29427, -0.99582, -0.02929)
N (2.48567, 0.10878, 0.01611)
C (3.26187, 1.21938, -0.14779)
N (2.93697, 2.43068, 0.16501)
C (2.02747, 2.86608, 1.04201)
C (2.16117, 4.20168, 1.49361)
C (1.40107, 4.64178, 2.55701)
C (0.50707, 3.76258, 3.15961)
C (0.36367, 2.49048, 2.61281)
N (1.07767, 2.05598, 1.58301)
C (4.62027, 0.82008, -0.52999)
C (5.76587, 1.53648, -0.81999)
C (6.92907, 0.80768, -1.08499)
C (6.94297, -0.58412, -1.02379)
C (5.79437, -1.31122, -0.69669)
C (4.63717, -0.59572, -0.45639)
H (-0.31423, -3.67242, 4.05571)
H (1.46177, -5.25052, 3.27011)
H (3.00237, -4.49702, 1.45161)
H (-0.57153, -1.49062, 2.90061)
H (2.89117, 4.83828, 1.01711)
H (1.50847, 5.65468, 2.92191)
H (-0.06573, 4.04598, 4.02781)
H (-0.35473, 1.79128, 3.03651)
H (5.77927, 2.61528, -0.84919)
H (7.84057, 1.34368, -1.31059)
H (7.87157, -1.11372, -1.19159)
H (5.82477, -2.38632, -0.61249)
N (-3.96183, 3.06328, -0.99889)
C (-3.88943, 2.46758, 0.36351)
C (-2.92113, 1.27548, 0.39851)
N (-1.58453, 1.61848, -0.10209)
C (-1.73383, 2.10658, -1.48039)
C (-2.60843, 3.36378, -1.54089)
H (-4.51793, 3.93028, -0.95829)
H (-4.46183, 2.43208, -1.64149)
H (-4.88543, 2.13968, 0.67121)
H (-3.55913, 3.24388, 1.05951)
H (-3.30733, 0.45518, -0.21269)
H (-2.85473, 0.93088, 1.43231)
H (-1.22033, 2.39458, 0.46231)
H (-2.18713, 1.30918, -2.07789)
H (-0.75313, 2.33408, -1.90249)
H (-2.69463, 3.72048, -2.56919)
H (-2.16913, 4.16988, -0.94779)
C (-2.47803, -3.94442, -1.84459)
C (-3.00133, -2.49052, -1.83409)
C (-3.93813, -2.31482, -0.63909)
C (-3.72843, -2.17402, -3.13349)
N (-1.86713, -1.55632, -1.73689)
N (-0.89693, -1.70052, -0.74479)
H (-3.32993, -4.59562, -2.01619)
H (-2.03473, -4.22802, -0.89269)
H (-1.76243, -4.11172, -2.64549)
H (-4.70513, -3.08162, -0.67509)
H (-4.44683, -1.35622, -0.68309)
H (-3.42243, -2.41672, 0.31221)
H (-4.48753, -2.92882, -3.32629)
H (-3.05583, -2.16172, -3.98789)
H (-4.24623, -1.21802, -3.08279)
H (-1.45613, -1.32612, -2.63909)
H (-0.04583, -2.17102, -1.09169)
H (-1.29733, -2.26742, 0.01411)

# 3
Molecular formula: H16KrO8
Method: DFT, ωB97M-V/def2-TZVPD

Results
ΔE to the lowest compared entry with this formula, charge and spin (kcal/mol): 7.81
Total charge: 0
LUMO (eV): -0.3
Electronic energy (eV): -91569.40794

Atoms and positions in Å:
Kr (-20.60770, 5.87527, 3.11174)
O (-18.44217, 7.08207, 0.97970)
H (-19.14193, 7.70066, 1.18920)
H (-18.89119, 6.33973, 0.57528)
O (-21.88225, 3.52782, 4.77442)
H (-22.04874, 2.90151, 4.06998)
H (-22.72438, 3.96067, 4.91473)
O (-21.96327, 7.84636, 0.12951)
H (-22.05068, 7.12347, 0.75081)
H (-22.85959, 8.15121, -0.01163)
O (-19.35494, 4.25531, 5.95203)
H (-20.26617, 4.28504, 5.66042)
H (-18.91447, 3.70205, 5.30696)
O (-21.39072, 2.84352, 0.00293)
H (-22.15207, 3.33014, -0.31292)
H (-20.66654, 3.46675, -0.05518)
O (-23.58033, 6.11459, 2.01420)
H (-24.32630, 5.54693, 1.82044)
H (-22.94358, 5.53825, 2.43684)
O (-20.11539, 9.39833, 1.52266)
H (-20.77250, 9.07179, 0.90799)
H (-19.68057, 10.11029, 1.05333)
O (-16.77215, 7.09333, 3.25563)
H (-17.20265, 7.23326, 2.41223)
H (-17.44335, 7.30235, 3.90527)

# 4
Molecular formula: C24H46BrIN5O6SSi
Method: DFT, ωB97M-V/def2-TZVPD

Results
Total charge: +1
LUMO (eV): -3.0
Electronic energy (eV): -142214.36014

Atoms and positions in Å:
C (2.93268, -2.18223, 3.64220)
C (1.42539, -1.78050, 4.07693)
O (0.66456, -2.71149, 4.42337)
O (1.10311, -0.39302, 4.06954)
C (0.12656, -0.09619, 3.00686)
C (0.83577, -0.38508, 1.56089)
N (0.36053, 0.66066, 0.63263)
C (1.10053, 1.95086, 0.28828)
C (2.56923, 2.08960, 0.85133)
C (3.65182, 1.04261, 0.21072)
Br (2.71956, 2.22432, 2.84585)
C (-0.81729, 0.63035, -0.04390)
N (-1.34606, 1.67223, -0.94053)
C (-2.60473, 1.28547, -1.52576)
C (-3.51267, 2.05359, -2.57540)
C (-4.18345, 3.40372, -2.02836)
C (-5.18219, 3.07920, -0.78251)
C (-5.65215, 4.44432, -0.04992)
N (-6.30283, 4.06009, 1.24209)
N (-2.78498, -0.03148, -0.90355)
C (-4.02598, -0.70920, -1.35142)
C (-3.96583, -1.27619, -2.87023)
O (-4.99954, -1.89201, -3.25241)
I (-2.27530, -1.09521, -4.21592)
N (-1.79916, -0.41291, -0.03859)
C (-1.93911, -1.70656, 0.63170)
C (-1.67908, -2.93895, -0.41542)
O (-2.72730, -3.93092, -0.38362)
Si (-2.66002, -4.93698, 1.03473)
C (-0.94837, -4.92995, 1.92319)
C (-3.91573, -4.16911, 2.30755)
C (-3.22124, -6.74302, 0.76885)
H (3.01553, -2.47533, 2.54172)
H (3.32360, -3.06101, 4.27230)
H (3.65959, -1.30240, 3.82833)
H (-0.76505, -0.77523, 3.21847)
H (-0.26404, 0.98508, 3.07826)
H (0.64740, -1.46912, 1.19858)
H (1.95609, -0.36732, 1.79890)
H (1.19611, 1.94402, -0.86702)
H (0.40517, 2.82915, 0.56178)
H (2.95418, 3.11901, 0.48291)
H (4.63958, 1.62532, 0.08091)
H (3.85587, 0.24345, 1.00143)
H (3.30205, 0.62528, -0.79517)
H (-2.87022, 2.34617, -3.49273)
H (-4.37394, 1.41088, -3.00515)
H (-4.75464, 3.97825, -2.84550)
H (-3.34210, 4.11173, -1.68261)
H (-4.64185, 2.43036, 0.00090)
H (-6.06619, 2.50225, -1.23333)
H (-4.70189, 5.08477, 0.09267)
H (-6.35483, 5.01848, -0.74582)
H (-7.32843, 4.16348, 1.18786)
H (-5.99017, 4.72377, 1.97655)
H (-4.89513, 0.05450, -1.34477)
H (-4.37731, -1.58184, -0.70853)
H (-3.05052, -1.82921, 0.94001)
H (-1.34975, -1.89250, 1.58088)
H (-1.73724, -2.44484, -1.46296)
H (-0.61726, -3.36193, -0.33517)
H (-0.65655, -3.89009, 2.30993)
H (-0.99825, -5.67926, 2.78229)
H (-0.18616, -5.30928, 1.13569)
H (-4.39255, -4.99520, 2.95890)
H (-4.79340, -3.63483, 1.78182)
H (-3.42212, -3.37308, 2.97872)
H (-3.60526, -7.11920, 1.79598)
H (-4.09163, -6.84461, 0.03518)
H (-2.32245, -7.41631, 0.50950)
C (7.47193, 3.37552, -3.31902)
C (8.48541, 2.22922, -3.31612)
C (8.42762, 1.56895, -1.93717)
S (6.76836, 1.83573, -1.32408)
O (6.83705, 2.69547, -0.16424)
O (6.05865, 0.57542, -1.30948)
C (6.19852, 2.80215, -2.71156)
H (7.29790, 3.76029, -4.32586)
H (7.84402, 4.19933, -2.70138)
H (8.21240, 1.49980, -4.08562)
H (9.49419, 2.58129, -3.54213)
H (8.62360, 0.49776, -1.99509)
H (9.12449, 2.03737, -1.23991)
H (5.50207, 3.56819, -2.37054)
H (5.70085, 2.12410, -3.40868)